(1)
Below is the ion C4H12N3 with charge +1, with properties calculated with ωB97M-V with the def2-TZVPD basis set.

```
19
Properties=species:S:1:pos:R:3:forces:R:3
N 1.2142 1.8586 -0.1895 -0.4 -0.6 -1.1
H -2.2470 -2.0018 -0.4362 -0.2 -0.9 -0.4
H 2.0427 -0.5567 0.4318 0.2 0.0 -0.1
H 1.7528 1.7543 1.8471 0.9 -0.7 -0.2
C 1.0778 1.2569 1.1400 0.9 2.0 1.4
N -2.0431 -1.7453 -1.3991 -0.1 1.3 2.1
N -0.8766 0.0208 -0.4381 1.1 0.8 0.2
C 1.2220 -0.2627 1.0741 -2.4 0.3 -0.2
C -0.1381 -0.8271 0.5593 -1.0 -1.0 -0.5
H -2.6389 -2.1139 -2.1228 0.1 0.2 -0.1
H -1.3742 -0.1649 -2.4370 -0.9 1.1 0.3
H -0.8017 -1.0576 1.4085 0.3 0.3 -0.2
C -1.5609 -0.4922 -1.4107 1.3 -1.8 -2.0
H 1.8924 1.3922 -0.7828 0.1 0.0 0.3
H -0.3696 0.9199 -0.6300 -0.2 -0.2 0.0
H 1.4333 2.8446 -0.2397 -0.2 0.0 0.5
H 1.2772 -0.7808 2.0362 0.6 0.6 0.0
H -0.0417 -1.7566 -0.0248 0.4 -0.1 0.6
H 0.1793 1.7122 1.6137 -0.4 -1.2 -0.6
```
Positions in Å, forces in eV/Å.

Results
LUMO level	-3.7	eV
structure (SMILES)	N/C=[NH+]\CCCN
highest occupied orbital energy	-13.24	eV
relative energy (zero: lowest compared OMol25 entry of this formula, charge and spin)	151.9	kJ/mol
net charge	+1

=====

(2)
Below is the molecule C21H21NO4, with properties calculated with ωB97M-V with the def2-TZVPD basis set.

```
47
Properties=species:S:1:pos:R:3:forces:R:3
H 2.0025 -3.5609 -1.5745 0.0 -0.1 -0.1
C -0.9204 0.9175 -1.5581 -0.2 -0.1 -0.1
H -4.2298 1.6312 2.3966 0.0 0.1 -0.1
H -0.8610 2.6843 -0.3477 0.1 0.2 0.1
C 4.0295 2.5701 0.8559 -0.6 -0.4 -0.5
H 0.9372 0.3626 1.2043 0.0 0.1 0.0
C 5.0456 1.8107 1.4727 0.1 -0.5 -0.1
C -1.6297 -0.2400 -1.8247 0.1 0.2 0.0
C 1.8011 -1.4382 -1.5168 0.0 0.2 0.1
H -4.5575 -2.0044 0.4777 0.0 0.0 0.0
C -2.5560 1.5124 0.1395 0.1 0.0 -0.1
H 0.6625 -4.3386 1.7423 0.0 -0.1 0.0
C 1.1581 -1.7681 1.1509 0.0 0.0 0.0
C -5.1408 -1.0951 0.2988 -0.1 -0.2 0.0
H -1.2843 -0.9330 -2.5769 0.1 -0.1 -0.1
H -3.3190 -1.4319 -1.3513 -0.1 -0.1 0.0
H -5.9924 -1.0764 0.9779 0.0 -0.1 -0.1
H -4.1041 3.4061 2.3035 0.0 -0.1 0.0
C -1.3951 1.7756 -0.5791 -0.2 -0.1 0.0
C -2.7893 -0.5211 -1.1238 -0.2 -0.1 0.1
O 1.9831 3.1692 -1.1745 0.1 0.1 0.2
H 5.4569 -0.3581 1.1752 0.0 -0.2 0.0
C 2.2078 2.0163 -0.8433 0.1 -0.1 -0.3
O -4.4027 0.0626 0.5949 0.4 0.3 0.0
O -2.8560 2.4594 1.0721 0.3 -0.2 -0.2
C 1.7713 -2.7028 -0.9594 0.0 0.0 0.1
C 1.4515 -2.8866 0.3793 0.0 0.0 0.0
H 1.2819 -5.0184 0.2291 0.0 -0.1 0.0
H 5.7787 2.1582 2.1712 0.2 0.0 0.1
C 1.1792 -0.5013 0.6025 -0.1 0.0 -0.2
N 1.4898 0.9635 -1.3148 0.0 -0.1 -0.2
H 0.5122 0.5868 -3.1243 0.0 0.1 0.0
H -5.5036 -1.0914 -0.7343 0.0 0.0 0.0
C 0.3880 1.2151 -2.2377 -0.2 0.2 -0.1
H 2.0591 -1.3084 -2.5572 0.0 0.0 -0.1
O 3.8802 0.4658 0.1356 0.0 -0.2 -0.3
C -4.1052 2.4825 1.7243 -0.4 0.1 0.3
C 1.4417 -4.2561 0.9878 0.1 0.0 0.0
H 0.9008 -1.8929 2.1930 0.0 0.0 0.1
H 3.8211 3.6125 0.9785 -0.1 0.2 0.0
H -4.9324 2.5030 1.0113 0.0 0.0 0.1
C 4.9054 0.5432 0.9918 0.4 0.4 0.5
H 2.3984 -4.4555 1.4716 0.0 -0.1 0.1
H 0.4559 2.2687 -2.5190 0.0 -0.2 -0.1
C 3.3361 1.7016 0.0509 0.4 1.0 0.6
C -3.2686 0.3288 -0.1355 -0.1 0.0 0.1
C 1.5117 -0.3285 -0.7361 0.0 -0.5 0.3
```
Positions in Å, forces in eV/Å.

Results
LUMO level	0.7	eV
structure (SMILES)	COc1ccc(CN(C(=O)c2ccco2)c2ccc(C)cc2)cc1OC
highest occupied orbital energy	-8.01	eV
relative energy (zero: lowest compared OMol25 entry of this formula, charge and spin)	220.6	kJ/mol

=====

(3)
Below is the ion C10H13N2O with charge +1, with properties calculated with ωB97M-V with the def2-TZVPD basis set.

```
26
Properties=species:S:1:pos:R:3:forces:R:3
C 2.2461 0.3171 0.7638 1.1 0.9 1.4
N 1.5913 1.3660 -1.0688 -1.8 2.8 -2.0
C -0.4695 -1.6196 -0.7085 0.1 -0.4 0.2
H 2.7898 -0.2857 -1.2695 -0.4 1.1 0.4
H 0.2684 2.0718 1.6869 -0.4 0.6 0.6
C -0.6361 1.5123 1.4784 1.9 -1.3 -1.0
C -0.1697 0.2624 0.8471 -1.1 -1.5 -0.6
O 1.5786 1.6455 -2.2508 0.0 -0.6 0.3
H -0.5100 -3.0884 -2.2528 0.7 -1.0 -0.2
H 0.0031 -2.2268 -0.0006 1.0 -1.1 0.5
H -1.9137 -1.6034 -3.8042 0.8 -0.2 1.5
H 2.0400 1.3163 1.1428 0.9 0.4 -0.3
C -1.5829 -1.3736 -2.7446 -2.4 1.3 -2.2
C -2.2116 -0.2480 -2.1961 -1.3 0.6 -2.0
H -3.0361 0.3068 -2.7795 1.6 -1.0 0.9
C -1.8062 0.2712 -1.0105 -1.2 1.1 -0.4
H 1.1742 -1.4112 1.1714 -0.4 -2.0 -0.3
H 3.1970 -0.0129 1.2299 -0.6 -0.1 -0.5
H -2.2655 1.2260 -0.8759 0.2 0.6 1.0
N 2.3259 0.4259 -0.6567 1.8 -3.0 0.5
H 1.1467 -0.1890 2.4135 -0.1 -0.1 0.5
C -0.8748 -0.3746 -0.2021 0.6 0.5 -0.4
C 1.0470 -0.4009 1.3608 0.0 1.5 0.3
H -1.1917 1.1544 2.2997 -0.3 -0.2 1.8
C -0.7678 -2.1137 -1.9542 0.1 0.1 1.0
H -1.3565 1.9963 0.9059 -0.8 1.2 -1.2
```
Positions in Å, forces in eV/Å.

Results
LUMO level (alpha / beta)	-5.9 / -5.9	eV
highest occupied orbital energy (alpha / beta)	-12.78 / -12.78	eV
relative energy (zero: lowest compared OMol25 entry of this formula, charge and spin)	545.5	kJ/mol
net charge	+1

=====

(4)
Below is a structure of composition C14H19GaN3O4, with properties calculated with ωB97M-V with the def2-TZVPD basis set.

```
41
Properties=species:S:1:pos:R:3:forces:R:3
C 0.8700 -1.7050 0.9851 0.1 -0.2 0.0
N 0.7320 -5.6256 -3.2466 -0.1 0.2 -0.1
Ga 1.2482 -2.0366 2.9817 0.0 0.1 0.1
N 0.0654 -0.5461 0.5306 0.0 0.2 -0.3
C 2.1497 -2.3351 -4.2418 0.0 0.0 -0.1
H 1.8853 -0.4633 -3.2292 0.0 0.0 0.0
H 2.7666 -1.9173 -5.0272 0.0 0.0 0.0
H -3.9646 5.7471 2.7447 0.0 0.0 0.0
H 0.6506 0.2795 0.5698 0.0 0.0 0.1
H 0.0606 4.3210 3.2503 0.0 0.0 0.0
C -3.0675 5.2985 2.3381 0.0 0.0 0.0
H -1.8175 4.0105 -0.5515 -0.1 0.0 0.0
C 1.0651 -4.1824 -3.2282 0.0 -0.3 0.0
H -1.7840 0.4153 0.8345 0.1 0.1 0.0
H 0.3939 -2.6042 0.5620 0.0 0.0 0.1
H 2.7537 -2.6258 3.1029 -0.1 0.0 0.0
O -0.0136 -6.0492 -2.3895 0.0 0.0 0.1
C 1.6551 -1.5214 -3.2287 0.0 0.0 0.0
C -1.9653 5.0966 3.1577 0.0 0.0 0.1
C -3.0312 4.9178 1.0033 0.0 0.0 -0.1
C 0.5738 -3.4002 -2.2010 0.1 0.0 -0.1
H -1.6871 -1.2639 1.3697 0.0 0.0 0.0
C -0.8070 4.1571 1.3146 0.2 -0.2 -0.1
H 2.2128 -4.3590 -5.0174 0.0 0.0 0.0
N 0.4172 3.5244 0.7636 -0.1 0.0 0.1
O 1.3491 3.3604 1.5190 0.1 0.0 0.0
C 0.8743 -2.0431 -2.2073 -0.1 -0.1 0.0
H 0.5049 -1.4095 -1.4048 -0.1 0.0 -0.1
H -0.9321 -0.0187 2.3515 0.0 0.0 0.0
C -1.8894 4.3355 0.4755 0.0 0.0 0.1
O 1.2023 -6.3053 -4.1414 0.1 0.0 0.0
H -3.8959 5.0652 0.3699 0.0 0.0 0.0
H 1.1302 -0.6291 3.7981 0.0 -0.1 0.0
O 0.4062 3.2110 -0.4096 0.0 0.0 0.0
H 1.8293 -1.6322 0.4580 0.0 0.0 0.1
H 0.1695 -3.1071 3.5466 0.0 0.0 0.0
C -1.1337 -0.3225 1.3149 0.0 -0.2 0.1
C -0.8143 4.5159 2.6484 -0.1 0.0 -0.1
C 1.8550 -3.6873 -4.2524 0.0 0.0 0.1
H -0.0164 -3.8470 -1.4152 0.0 0.0 0.0
H -2.0010 5.3809 4.2010 0.0 0.0 0.0
```
Positions in Å, forces in eV/Å.

Results
LUMO level	1.4	eV
highest occupied orbital energy	-3.81	eV
net charge	-1